Record 1
Here is the ion C7H12N with charge +1 at a distorted geometry from the OMol25 dataset. Energies are from ωB97M-V with the def2-TZVPD basis set.

```
20
Properties=species:S:1:pos:R:3:mulliken_charge:R:1
C 1.073 0.229 1.042 0.365
C 1.347 -0.938 0.584 -0.152
C 0.584 1.456 1.581 -0.427
C 0.586 -1.583 -0.273 -0.162
C 0.879 -1.708 -1.727 -1.204
C -0.358 1.325 -0.742 -0.933
C -1.457 0.098 1.046 -0.988
N -0.226 0.712 0.572 0.183
H 0.197 1.477 2.593 0.297
H 1.023 2.390 1.252 0.302
H -0.007 -2.410 0.117 0.431
H 1.463 -0.871 -2.101 0.332
H -0.047 -1.804 -2.290 0.344
H 1.442 -2.626 -1.906 0.392
H -0.667 0.574 -1.467 0.313
H -1.107 2.115 -0.714 0.358
H 0.595 1.745 -1.055 0.409
H -1.830 -0.606 0.302 0.363
H -1.274 -0.437 1.971 0.409
H -2.216 0.862 1.214 0.369
```

## Properties
E_tot = -328.14866 Eh
energy above the lowest of the compared OMol25 structures with the same formula, charge and spin = 3.603 eV
spin multiplicity = 3
E_LUMO (spin up / spin down) = -2.96 / -6.53 eV
Kohn-Sham gap (spin up / spin down) = 8.20 / 8.12 eV
M = 110.18 g/mol
total charge = +1

Record 2
Here is a structure of composition C38H51ClN8O4RbS at a distorted geometry from the OMol25 dataset. Energies are from ωB97M-V with the def2-TZVPD basis set.

```
104
Properties=species:S:1:pos:R:3:mulliken_charge:R:1
Rb 0.038 0.213 0.406 0.779
C 2.537 3.062 -1.676 -0.504
C 3.022 3.064 -0.374 -0.213
C 3.477 1.882 0.199 -0.333
C 3.444 0.702 -0.534 -0.436
C 2.935 0.696 -1.829 -0.245
C 2.481 1.877 -2.400 -0.214
H 2.142 3.975 -2.105 0.357
H 3.011 3.978 0.207 0.323
H 3.831 1.872 1.223 0.339
H 3.805 -0.215 -0.086 0.319
H 2.899 -0.229 -2.387 0.331
H 2.044 1.869 -3.391 0.320
C -3.780 -1.001 0.544 -0.267
N -3.146 0.284 0.805 0.772
C -3.280 0.578 2.243 0.214
N -4.697 0.636 2.656 0.216
C -5.301 -0.665 2.341 -0.712
N -5.207 -1.003 0.909 0.331
C -5.862 0.071 0.150 0.592
N -5.275 1.393 0.398 0.063
C -3.842 1.326 0.047 -0.112
C -5.369 1.655 1.842 -0.802
H -3.255 -1.772 1.112 0.180
H -3.683 -1.226 -0.516 -0.639
H -2.804 1.538 2.451 0.404
H -2.771 -0.198 2.821 -1.105
H -6.355 -0.649 2.628 0.409
H -4.793 -1.437 2.922 0.373
H -6.921 0.099 0.417 0.392
H -5.778 -0.153 -0.918 -0.738
H -3.371 2.286 0.256 0.408
H -3.736 1.118 -1.020 -0.817
H -6.424 1.694 2.123 0.357
H -4.915 2.626 2.051 0.408
C -3.749 0.218 6.814 -1.569
C -2.650 -0.199 5.870 0.743
C -2.503 -1.526 5.471 -0.731
C -1.551 -1.914 4.537 1.559
C -1.480 -3.368 4.133 -1.881
C -0.683 -0.958 3.996 1.310
C -0.798 0.377 4.398 1.020
C 0.026 1.488 3.782 -1.787
C -1.782 0.731 5.324 -0.809
C 0.231 -1.322 2.836 -0.777
O 1.447 -1.053 2.915 -0.762
O -0.378 -1.774 1.825 -0.893
H -3.976 -0.569 7.537 0.389
H -4.665 0.439 6.259 0.232
H -3.478 1.118 7.367 0.382
H -3.166 -2.281 5.888 0.296
H -2.362 -3.902 4.491 0.380
H -0.600 -3.847 4.573 0.375
H -1.403 -3.474 3.049 0.239
H 1.036 1.154 3.562 0.358
H 0.059 2.343 4.459 0.456
H -0.420 1.847 2.847 0.293
H -1.884 1.778 5.600 0.322
C -5.132 -4.624 -3.704 -2.131
C -5.488 -3.213 -3.228 2.449
C -5.316 -3.143 -1.707 -1.700
C -6.972 -2.973 -3.539 -2.101
C -4.627 -2.151 -3.990 2.065
O -5.046 -2.088 -5.368 -0.742
C -4.708 -0.780 -3.317 0.101
C -4.250 0.432 -4.128 -1.323
C -5.196 0.820 -5.237 -0.305
C -6.507 1.181 -4.939 0.271
C -7.411 1.521 -5.937 -0.999
C -6.992 1.504 -7.256 0.414
Cl -8.122 1.925 -8.523 -0.240
C -5.693 1.155 -7.585 -0.938
C -4.808 0.813 -6.573 -0.024
C -3.160 -2.559 -4.213 -3.309
N -2.284 -2.545 -3.054 1.121
C -1.534 -1.523 -2.620 -0.044
N -0.861 -1.871 -1.547 -0.084
C -1.250 -3.160 -1.349 -0.572
N -2.110 -3.624 -2.241 -1.006
H -5.878 -5.330 -3.329 0.510
H -4.156 -4.941 -3.328 0.325
H -5.131 -4.685 -4.796 0.357
H -5.867 -3.972 -1.255 0.651
H -5.725 -2.226 -1.279 0.315
H -4.273 -3.240 -1.398 0.085
H -7.574 -3.639 -2.915 0.497
H -7.214 -3.198 -4.580 0.525
H -7.296 -1.951 -3.316 0.254
H -5.886 -1.621 -5.426 0.561
H -4.111 -0.825 -2.407 -0.312
H -5.731 -0.596 -2.979 0.745
H -3.244 0.298 -4.528 0.484
H -4.169 1.270 -3.432 0.333
H -6.832 1.205 -3.903 0.416
H -8.428 1.803 -5.695 0.405
H -5.385 1.143 -8.622 0.408
H -3.797 0.517 -6.830 0.391
H -2.752 -1.852 -4.933 0.598
H -3.109 -3.544 -4.667 0.520
H -1.523 -0.532 -3.061 0.449
H -0.904 -3.751 -0.512 0.525
O -0.548 2.703 0.306 -0.529
S -0.878 2.788 -1.150 0.053
N -1.055 1.568 -1.946 -0.363
```

## Properties
E_tot = -3100.21800 Eh
energy above the lowest of the compared OMol25 structures with the same formula, charge and spin = 0.780 eV
spin multiplicity = 1
E_LUMO = 2.11 eV
Kohn-Sham gap = 7.49 eV
M = 836.87 g/mol
total charge = -1

Record 3
Here is the molecule C2H5NO at a distorted geometry from the OMol25 dataset. Energies are from ωB97M-V with the def2-TZVPD basis set.

```
9
Properties=species:S:1:pos:R:3:mulliken_charge:R:1
C 1.190 0.246 0.048 -0.765
C -0.204 -0.321 0.343 0.530
O -0.410 -1.115 1.234 -0.531
N -1.193 0.018 -0.630 -0.567
H 1.573 0.701 0.965 0.257
H 1.208 0.983 -0.760 0.286
H 1.860 -0.580 -0.234 0.235
H -2.054 -0.602 -0.446 0.312
H -1.971 0.669 -0.520 0.241
```

## Properties
structure (SMILES) = CC(N)=O
E_tot = -209.17248 Eh
energy above the lowest of the compared OMol25 structures with the same formula, charge and spin = 1.357 eV
spin multiplicity = 1
E_LUMO = 0.92 eV
Kohn-Sham gap = 10.93 eV
M = 59.07 g/mol

Record 4
Here is a structure of composition C30H80AgF12N6O20S4 at a distorted geometry from the OMol25 dataset. Energies are from ωB97M-V with the def2-TZVPD basis set.

```
153
Properties=species:S:1:pos:R:3:mulliken_charge:R:1
Ag 8.765 -11.037 23.614 5.281
C 8.384 -14.844 25.852 0.702
F 7.950 -15.553 26.876 -0.245
F 9.613 -15.226 25.525 -0.191
F 7.546 -15.104 24.824 -0.283
S 8.244 -12.945 26.307 0.393
O 7.022 -12.473 25.741 -0.713
O 8.374 -12.845 27.725 -0.567
N 9.424 -12.276 25.284 -0.832
S 10.691 -12.155 26.303 0.780
O 10.568 -11.015 27.142 -0.656
O 11.003 -13.428 26.868 -0.613
C 12.038 -11.817 25.099 0.611
F 12.207 -12.765 24.160 -0.201
F 11.755 -10.638 24.494 -0.272
F 13.187 -11.710 25.788 -0.236
C 7.919 -7.995 20.893 0.130
F 7.185 -8.913 20.265 -0.088
F 7.797 -6.880 20.180 -0.264
F 7.442 -7.771 22.130 -0.197
S 9.774 -8.548 20.968 -0.152
O 10.151 -8.638 19.590 -0.120
O 10.487 -7.588 21.726 -0.412
N 9.644 -10.064 21.757 0.228
S 10.802 -11.018 21.122 0.050
O 12.033 -10.372 20.823 -0.633
O 10.838 -12.189 21.947 -0.811
C 10.144 -11.526 19.376 -0.715
F 10.320 -12.842 19.212 0.144
F 8.825 -11.226 19.251 -0.001
F 10.786 -10.919 18.400 0.074
C 12.863 -11.806 15.863 -0.645
O 13.366 -11.911 17.198 -0.265
H 13.619 -11.414 15.183 0.368
H 12.560 -12.788 15.489 0.278
H 12.040 -11.091 15.916 0.124
H 14.242 -12.297 17.194 0.194
C 8.088 -14.976 17.211 -0.573
O 8.082 -15.872 18.322 -0.494
H 8.012 -15.480 16.231 0.421
H 7.273 -14.248 17.270 0.246
H 9.080 -14.524 17.182 0.095
H 7.300 -16.427 18.243 0.250
C 4.254 -10.104 18.641 -0.161
O 3.359 -10.143 19.747 -0.563
H 3.747 -10.193 17.679 0.393
H 4.854 -9.193 18.604 0.092
H 4.950 -10.939 18.755 -0.057
H 3.063 -9.246 19.922 0.328
C 11.791 -5.272 19.728 -0.124
O 12.659 -4.907 18.670 -0.652
H 10.785 -5.555 19.379 -0.024
H 12.144 -6.146 20.286 0.091
H 11.699 -4.391 20.373 0.293
H 13.076 -5.670 18.263 0.412
C 8.739 -11.351 15.997 -0.301
O 8.247 -11.578 14.687 -0.602
H 7.972 -11.350 16.781 0.138
H 9.536 -12.060 16.286 0.162
H 9.183 -10.363 15.996 0.281
H 7.583 -12.274 14.763 0.311
C 13.287 -8.176 17.818 -0.211
O 13.994 -7.024 17.350 -0.636
H 12.235 -7.964 17.632 0.078
H 13.598 -9.109 17.327 0.263
H 13.460 -8.353 18.881 0.236
H 14.901 -7.064 17.668 0.300
C 12.301 -5.775 23.844 -0.133
C 13.786 -5.867 23.829 -0.412
O 14.257 -4.525 23.760 -0.548
H 11.961 -5.197 22.983 0.050
H 11.965 -5.234 24.728 0.311
H 11.768 -6.724 23.813 -0.118
H 14.195 -6.460 23.001 0.239
H 14.245 -6.282 24.735 0.301
H 14.386 -4.311 22.833 0.310
C 8.884 -7.060 25.163 -1.018
C 9.496 -8.381 25.556 0.040
O 8.519 -9.405 25.245 -0.423
H 9.386 -6.251 25.696 0.437
H 7.834 -7.100 25.465 0.389
H 8.983 -6.879 24.095 0.006
H 9.767 -8.454 26.612 0.468
H 10.388 -8.683 24.992 -0.163
H 7.792 -9.355 25.867 0.159
C 9.111 -17.262 21.012 -1.772
C 9.334 -15.961 21.713 1.213
C 10.564 -15.948 22.628 -0.715
O 11.774 -16.217 21.928 -0.524
C 12.864 -16.384 22.847 -0.829
N 9.387 -14.880 20.718 1.148
H 8.152 -17.267 20.489 0.396
H 9.128 -18.132 21.675 0.468
H 9.881 -17.426 20.259 0.239
H 8.495 -15.740 22.396 -0.109
H 10.407 -16.747 23.360 0.780
H 10.662 -14.980 23.143 -0.036
H 13.262 -15.417 23.162 0.039
H 13.636 -16.957 22.333 0.350
H 12.518 -16.954 23.715 0.513
H 10.333 -14.771 20.376 -1.262
H 8.852 -15.189 19.921 -0.328
C 12.214 -15.138 18.356 -0.354
C 13.461 -14.836 19.200 0.038
C 13.364 -13.692 20.240 0.837
O 14.649 -13.501 20.888 -0.550
C 14.616 -12.731 22.090 -0.483
N 13.777 -16.058 19.928 -0.915
H 11.893 -14.276 17.768 -0.211
H 11.402 -15.492 18.999 -0.281
H 12.437 -15.972 17.689 0.565
H 14.300 -14.619 18.525 0.581
H 12.629 -13.993 21.000 -0.409
H 13.080 -12.731 19.790 0.153
H 15.607 -12.305 22.203 0.408
H 14.320 -13.339 22.955 0.088
H 13.897 -11.894 22.080 0.053
H 14.536 -15.875 20.565 0.382
H 12.927 -16.225 20.460 0.434
C 6.247 -13.410 20.777 -1.241
C 6.894 -12.326 21.673 2.277
C 5.900 -11.595 22.563 -1.506
O 6.542 -10.609 23.381 0.746
C 5.633 -9.614 23.886 -0.985
N 7.978 -12.935 22.485 0.233
H 7.066 -13.954 20.303 0.184
H 5.623 -12.893 20.047 0.240
H 5.585 -14.059 21.359 0.460
H 7.368 -11.587 21.028 -1.040
H 5.352 -12.280 23.229 0.194
H 5.212 -11.036 21.911 0.554
H 4.936 -9.365 23.074 0.353
H 6.281 -8.763 24.110 0.050
H 5.103 -10.079 24.731 0.222
H 7.648 -13.591 23.192 -0.015
H 8.720 -13.352 21.862 -0.801
C 9.791 -4.641 16.193 -1.322
C 8.284 -4.481 16.035 0.598
C 7.412 -5.556 16.694 -0.201
O 7.737 -6.787 16.076 -0.371
C 7.131 -7.891 16.697 -0.297
N 7.862 -3.158 16.520 -0.745
H 10.125 -4.535 17.229 0.255
H 10.310 -3.876 15.606 0.386
H 10.166 -5.607 15.855 0.325
H 8.045 -4.572 14.974 0.211
H 6.359 -5.275 16.536 0.289
H 7.626 -5.606 17.777 -0.134
H 7.376 -7.902 17.767 -0.086
H 7.547 -8.787 16.230 0.163
H 6.036 -7.889 16.575 0.425
H 7.864 -3.138 17.528 0.249
H 8.533 -2.473 16.205 0.284
```

## Properties
E_tot = -5962.18305 Eh
spin multiplicity = 2
E_LUMO (spin up / spin down) = -0.09 / -3.88 eV
Kohn-Sham gap (spin up / spin down) = 8.72 / 4.93 eV
M = 1309.10 g/mol

Record 5
Here is the ion C26H33N2O3 with charge +1 at a distorted geometry from the OMol25 dataset. Energies are from ωB97M-V with the def2-TZVPD basis set.

```
64
Properties=species:S:1:pos:R:3:mulliken_charge:R:1
C -2.818 3.788 -1.139 -1.817
C -1.480 3.493 -0.538 0.777
C -1.358 2.906 0.711 -0.545
C -0.117 2.684 1.299 0.909
C 1.024 3.048 0.587 -0.266
C 0.932 3.635 -0.680 1.133
C -0.322 3.845 -1.224 -1.005
H -0.404 4.309 -2.196 0.448
C 2.170 4.059 -1.410 -1.618
H 1.944 4.272 -2.451 0.422
H 2.945 3.296 -1.369 0.277
H 2.575 4.967 -0.963 0.340
N 2.325 2.895 1.156 0.005
C 3.063 1.785 1.218 0.358
O 4.213 1.769 1.609 -0.717
C 2.314 0.525 0.745 -0.757
N 3.130 -0.716 0.733 0.293
C 4.272 -0.545 -0.189 -0.998
H 4.902 -1.432 -0.173 0.461
H 4.865 0.310 0.131 0.384
H 3.914 -0.381 -1.204 0.390
C 3.644 -0.997 2.089 -0.994
H 4.331 -0.203 2.379 0.452
H 2.820 -1.026 2.798 0.383
H 4.170 -1.949 2.095 0.397
C 2.298 -1.854 0.242 -0.961
H 2.971 -2.657 -0.064 0.449
H 1.734 -1.518 -0.632 0.337
C 1.297 -2.452 1.260 0.357
O 0.504 -1.469 1.865 -0.532
H -0.319 -1.411 1.351 0.319
C 0.399 -3.450 0.507 -1.349
O -0.464 -2.650 -0.268 -0.166
C -1.643 -3.209 -0.734 0.305
C -1.844 -4.556 -0.869 -0.524
C -3.071 -5.037 -1.354 -0.774
C -4.075 -4.176 -1.688 -0.980
C -3.898 -2.782 -1.556 0.835
C -4.922 -1.868 -1.881 -0.752
C -4.734 -0.522 -1.732 -0.840
C -3.510 -0.028 -1.258 -0.150
C -2.495 -0.886 -0.940 -1.148
C -2.662 -2.280 -1.075 0.880
H -1.550 -0.499 -0.585 0.583
H -3.371 1.035 -1.144 0.536
H -5.525 0.170 -1.979 0.418
H -5.860 -2.254 -2.248 0.411
H -5.019 -4.548 -2.056 0.406
H -3.204 -6.103 -1.454 0.417
H -1.070 -5.264 -0.616 0.428
H -0.173 -4.046 1.228 0.598
H 1.000 -4.122 -0.116 0.450
H 1.834 -2.980 2.054 0.547
H 1.462 0.361 1.409 0.308
H 1.935 0.716 -0.263 0.573
H 2.808 3.748 1.414 0.244
C -0.046 2.106 2.681 -1.788
H -0.316 1.050 2.680 0.227
H 0.946 2.216 3.111 0.361
H -0.756 2.618 3.326 0.552
H -2.246 2.635 1.263 0.452
H -2.904 3.339 -2.127 0.402
H -2.938 4.864 -1.260 0.500
H -3.624 3.424 -0.508 0.358
```

## Properties
structure (SMILES) = Cc1cc(C)c(NC(=O)C[N+](C)(C)C[C@@H](O)COc2cccc3ccccc23)c(C)c1
E_tot = -1345.58389 Eh
energy above the lowest of the compared OMol25 structures with the same formula, charge and spin = 0.000 eV
spin multiplicity = 1
E_LUMO = -2.14 eV
Kohn-Sham gap = 8.28 eV
M = 421.56 g/mol
total charge = +1

Record 6
Here is a structure of composition C5H8 at a distorted geometry from the OMol25 dataset. Energies are from ωB97M-V with the def2-TZVPD basis set.

```
13
Properties=species:S:1:pos:R:3:mulliken_charge:R:1
C 1.307 0.670 0.563 -0.258
C 0.314 1.350 1.217 -0.428
C 0.412 0.439 -0.661 -0.789
C -0.804 -0.453 -0.747 -0.079
C -0.862 -1.664 -0.194 -0.747
H 1.818 -0.257 0.843 0.254
H -0.112 1.033 2.206 0.234
H -0.041 2.342 0.899 0.243
H 0.272 1.281 -1.336 0.498
H 1.107 -0.300 -1.539 0.261
H -1.666 -0.158 -1.335 0.325
H -1.737 -2.282 -0.311 0.288
H -0.007 -2.002 0.395 0.198
```

## Properties
E_tot = -195.12955 Eh
energy above the lowest of the compared OMol25 structures with the same formula, charge and spin = 4.421 eV
spin multiplicity = 1
E_LUMO = 0.41 eV
Kohn-Sham gap = 8.87 eV
M = 68.12 g/mol